Formula: C4H12
Source: OMol25
Level of theory: ωB97M-V/def2-TZVPD

largest force on an atom: 2.486 eV/A
highest occupied orbital energy (alpha / beta): 1.5 / -7.6 eV
orbital gap (alpha / beta): 0.099 / 0.446 Ha
DFT total energy: -4340.5818 eV
<S²>: 0.750
charge: -1
LUMO energy (alpha / beta): 4.223 / 4.528 eV
2S+1: 2

The geometry in XYZ format:
```
16
Properties=species:S:1:pos:R:3:forces:R:3:mulliken_spin:R:1
C 1.9017 -0.0686 0.5031 0.62 0.63 0.66 -0.0818
C 2.6188 1.2437 0.7936 1.15 0.74 -0.77 1.4299
H 2.1242 -0.7520 1.3245 -0.26 -0.17 0.07 -0.3178
H 0.8416 0.1314 0.4636 -0.20 -0.44 -0.25 0.4820
H 2.3071 -0.5279 -0.3973 -0.34 0.04 -0.23 -0.4604
H 2.5529 1.9981 -0.0023 -0.61 -0.21 -0.09 -0.3648
H 3.7116 1.1210 0.8094 -0.06 -0.33 0.42 -0.3437
H 2.3322 1.7703 1.7003 -0.22 -0.27 0.23 -0.3189
C -1.6031 -0.8347 -0.3678 -0.65 2.37 -0.37 1.8824
C -3.0036 -0.4993 -0.9393 0.88 -0.44 -0.01 0.9258
H -0.8383 -0.5215 -1.0813 0.15 -1.10 -0.50 -0.3601
H -1.3885 -0.0050 0.3137 -0.14 -0.58 1.05 -0.2568
H -1.5467 -1.8206 0.0734 0.42 -0.07 -0.05 -0.3247
H -3.1680 0.5765 -0.9642 0.13 0.12 -0.23 -0.2670
H -3.7663 -0.8946 -0.2851 -0.41 -0.31 0.07 -0.1935
H -3.0755 -0.9167 -1.9444 -0.46 0.02 -0.01 -0.4307
```
Forces are in eV/Å.


Formula: C24H66N4O8
Source: OMol25
Level of theory: ωB97M-V/def2-TZVPD

largest force on an atom: 3.715 eV/A
highest occupied orbital energy: -8.6 eV
orbital gap: 0.332 Ha
DFT total energy: -48291.9086 eV
SMILES: COC[C@H](C)N.COC[C@H](C)N.COC[C@H](C)N.COCCNCCOC.CCO.CCO.CCO
LUMO energy: 0.398 eV

The geometry in XYZ format:
```
102
Properties=species:S:1:pos:R:3:forces:R:3:mulliken_charge:R:1
C -3.4301 -3.5897 -1.3994 1.09 0.13 0.88 -0.6195
O -2.1557 -4.1055 -1.0426 1.04 0.25 -0.03 -0.4209
C -1.2488 -3.1279 -0.4144 -1.52 -1.97 -0.54 -0.7782
C -0.0944 -3.9210 0.2035 1.53 1.57 1.48 0.7713
C 0.9074 -4.4781 -0.7412 -0.56 -1.07 -2.99 -1.5064
N -0.4352 -5.0030 1.1065 -1.05 0.19 -0.34 -0.8253
H -3.9295 -3.2916 -0.4776 -0.39 0.19 0.07 0.2829
H -4.0028 -4.3928 -1.8632 0.15 0.27 -0.26 0.2656
H -3.2599 -2.6998 -2.0054 -0.53 -0.03 -0.45 0.1979
H -0.9100 -2.3791 -1.1304 0.07 0.05 -0.18 0.3553
H -1.8784 -2.6532 0.3382 0.33 0.35 0.40 0.4724
H 0.4324 -3.1936 0.8213 0.04 0.37 0.21 0.1864
H 0.2748 -4.9137 -1.5147 -0.22 -0.44 -0.44 0.3469
H 1.4792 -5.3618 -0.4580 0.18 0.54 0.81 0.4187
H 1.4912 -3.8253 -1.3901 0.27 0.55 0.70 0.2193
H -1.1458 -4.6271 1.7180 -0.17 -0.06 0.59 0.2813
H -0.9808 -5.5933 0.4950 -0.21 -0.84 0.06 0.3644
C -3.0202 -0.5322 -6.0082 -0.49 0.22 0.30 -0.6153
O -2.1210 0.4100 -6.4961 1.23 1.20 -0.54 -0.3913
C -1.6569 1.3822 -5.5565 1.61 -1.98 0.67 -0.9540
C -0.3508 0.7170 -4.8782 0.15 1.37 1.03 1.1306
C 0.1633 1.4097 -3.5747 -0.29 -0.18 -0.62 -1.2619
N 0.8194 0.6437 -5.7628 -1.06 -0.58 -0.78 -0.7073
H -3.9946 -0.1247 -6.2776 -0.50 -0.68 0.14 0.2846
H -2.9598 -0.6367 -4.9249 0.00 -0.03 0.19 0.2182
H -2.8171 -1.5125 -6.4393 -0.14 0.14 -0.20 0.2795
H -1.3970 2.3012 -6.0819 -0.04 -0.05 -0.06 0.3643
H -2.4130 1.5693 -4.7939 -0.09 0.14 0.09 0.4381
H -0.6035 -0.3132 -4.6272 -0.33 -0.04 -0.12 0.0221
H 1.2008 1.6978 -3.7446 -0.02 0.17 0.16 0.3659
H 0.1861 0.7309 -2.7222 -0.30 0.15 0.05 -0.0219
H -0.4037 2.3136 -3.3524 -0.05 -0.06 0.24 0.4223
H 1.4355 1.4419 -5.7038 -0.24 0.22 0.01 0.2203
H 0.4034 0.6125 -6.6826 0.52 -0.09 -0.65 0.2192
C -6.6425 4.1063 2.2197 -0.37 -1.30 0.69 -0.8068
O -5.8292 2.9064 2.0547 -0.39 1.04 -0.50 -0.3299
C -5.1890 2.8524 0.7941 1.90 -0.78 -0.33 -0.7059
C -4.1384 1.6767 0.6958 -1.95 -1.49 1.84 0.6043
C -4.8609 0.3127 0.6401 0.35 -0.11 -0.65 -1.4108
N -3.2874 1.6327 1.9114 -0.24 0.38 -0.59 -0.4957
H -7.2195 3.9036 3.1219 0.31 0.16 0.28 0.2757
H -7.4401 4.2268 1.4866 0.38 -0.17 -0.69 0.3184
H -6.1007 5.0447 2.3377 0.41 -0.22 -0.17 0.2992
H -5.9025 2.7431 -0.0227 -0.12 0.30 -0.09 0.4210
H -4.4952 3.6820 0.6581 -0.58 0.91 -0.12 0.3699
H -3.6361 1.6220 -0.2700 0.59 1.06 0.29 0.2546
H -4.1526 -0.4451 0.3052 0.16 0.02 -0.24 0.1949
H -5.5966 0.4550 -0.1515 -0.40 -0.57 0.16 0.3763
H -5.2686 -0.1441 1.5418 -0.36 0.74 0.19 0.3123
H -2.7749 2.4961 2.0214 0.21 0.30 -0.21 -0.1264
H -3.9692 1.6834 2.6549 -0.09 -0.24 0.42 0.3554
C 5.0378 -1.5758 8.2607 -0.10 0.11 -0.93 -0.7521
O 4.7049 -0.6901 7.1620 -0.02 -1.14 1.15 -0.2924
C 3.4521 -1.0121 6.5693 0.96 2.27 -2.78 -0.6271
C 3.3828 -0.0532 5.3203 -0.67 -1.87 -0.86 -0.5028
N 4.1642 -0.5009 4.0987 -0.39 0.64 0.43 -0.2064
C 4.0381 0.4297 2.9687 0.50 0.08 0.13 -0.0136
C 4.9388 0.0923 1.7667 -1.62 0.05 -0.58 -0.7425
O 4.5032 0.9069 0.6359 -0.84 -1.05 2.62 -0.2103
C 5.1699 0.6499 -0.5338 1.13 1.73 -0.91 -0.8693
H 4.2156 -1.5890 8.9762 0.05 -0.16 0.13 0.2954
H 5.9730 -1.3108 8.7539 -0.19 0.71 -0.15 0.2461
H 5.2507 -2.5674 7.8612 -0.42 -0.30 0.01 0.3068
H 2.5734 -0.7547 7.1608 0.15 -0.30 0.52 0.3862
H 3.3623 -1.9696 6.0561 0.31 -0.69 0.85 0.3480
H 3.3709 0.9892 5.6387 0.90 0.24 -0.23 0.3362
H 2.3876 -0.2313 4.9130 -0.55 0.28 0.30 0.2674
H 5.0929 -0.8868 4.1920 0.08 0.47 0.62 0.2480
H 4.3380 1.4453 3.2270 -0.11 0.36 0.33 0.2066
H 2.9902 0.4876 2.6742 -0.03 -0.13 -0.16 -0.1602
H 4.7644 -0.9332 1.4411 0.37 -0.35 0.27 0.3563
H 5.9746 0.2674 2.0575 0.25 0.02 -0.35 0.5141
H 5.3373 -0.3526 -0.9276 -0.40 -0.48 0.60 0.3299
H 6.1278 1.1471 -0.3810 0.69 -0.26 -0.70 0.3649
H 4.6393 1.2354 -1.2847 0.03 -0.16 -0.26 0.2317
C 0.2622 4.4104 1.1845 -0.53 0.33 0.72 -0.8449
C -1.2470 4.4593 1.1427 -0.53 0.15 -1.64 -0.0102
O -1.8500 5.6729 0.6238 0.46 -0.29 0.49 -0.5754
H 0.4569 3.3647 1.4225 0.51 0.05 0.16 0.0539
H 0.5731 5.0841 1.9830 0.55 -0.13 -0.07 0.3430
H 0.7507 4.6672 0.2446 -0.18 0.04 0.00 0.2911
H -1.6929 4.2651 2.1181 0.11 0.09 0.02 0.2885
H -1.5298 3.6829 0.4318 -0.34 -0.48 0.33 0.1560
H -1.9025 5.5389 -0.3254 -0.01 0.24 -0.02 0.3298
C 1.4431 0.1683 0.2781 -0.97 0.46 0.47 -0.5802
C 0.1405 0.0262 1.1085 -0.21 -0.82 -0.04 -0.2725
O -0.9550 0.9242 0.8109 1.96 -0.39 -0.45 -0.3503
H 2.2631 -0.3482 0.7770 -0.17 -0.02 0.04 0.2788
H 1.7178 1.2215 0.2193 0.10 0.02 -0.01 0.2968
H 1.3902 -0.2242 -0.7374 -0.32 -0.03 -0.01 0.0503
H 0.3547 0.0219 2.1772 0.43 0.84 0.24 0.2823
H -0.2459 -0.9914 1.0513 -0.01 -0.33 -0.67 -0.0509
H -1.5458 0.8531 1.5642 -0.75 0.12 0.08 0.3299
C 2.1316 -1.7188 -3.6544 1.92 0.06 1.21 -0.6570
C 2.2634 -2.8136 -4.6443 -1.14 0.59 -1.56 -0.4500
O 1.2672 -2.5024 -5.6492 -0.03 -1.99 -0.24 -0.5744
H 1.1504 -1.7015 -3.1800 0.10 0.07 -0.08 -0.0944
H 2.4348 -0.7533 -4.0594 -0.56 0.03 -0.30 0.5072
H 2.9252 -1.8978 -2.9289 -0.19 0.02 0.79 0.3838
H 2.1238 -3.8069 -4.2177 -0.96 0.02 0.03 0.2785
H 3.2375 -2.9673 -5.1085 0.36 0.80 -0.08 0.2688
H 1.2119 -1.5668 -5.8572 0.52 0.48 0.40 0.3287
```
Forces are in eV/Å.


Formula: C29H61N3O8
Source: OMol25
Level of theory: ωB97M-V/def2-TZVPD

largest force on an atom: 4.963 eV/A
highest occupied orbital energy: -9.2 eV
orbital gap: 0.342 Ha
DFT total energy: -51907.2794 eV
SMILES: CNC(C)=O.CNC(C)=O.CNC(C)=O.C1CCOC1.C1CCOC1.C1CCOC1.C1CCOC1.C1CCOC1
LUMO energy: 0.119 eV

The geometry in XYZ format:
```
101
Properties=species:S:1:pos:R:3:forces:R:3:mulliken_charge:R:1
C -5.5096 -17.6219 18.9079 0.29 2.42 -0.46 -1.0240
N -6.9226 -17.7895 18.6495 0.79 -0.45 1.71 -0.1391
C -7.4254 -18.3982 17.5894 -2.38 0.44 -4.33 0.7086
C -9.0184 -18.3998 17.5409 -0.03 0.32 1.23 -0.9943
O -6.8166 -18.6944 16.5395 -0.20 -0.14 2.46 -0.6383
H -5.3520 -17.1803 19.8918 -0.13 -1.37 0.74 0.3622
H -5.2513 -16.6723 18.4394 0.53 -0.10 -1.14 0.3410
H -4.8064 -18.3791 18.5611 -0.54 -0.18 0.34 0.3203
H -7.5117 -17.3015 19.3090 -0.23 -0.50 -0.23 0.2420
H -9.5311 -19.2996 17.8807 0.61 -0.45 -0.02 0.2392
H -9.5593 -18.1191 16.6372 1.06 -0.17 -0.60 0.3063
H -9.4123 -17.6593 18.2371 0.25 0.22 0.38 0.2762
C -5.1653 -15.2142 23.8445 0.53 -0.16 0.42 -0.8921
N -5.5995 -13.9409 23.2881 -0.61 -0.65 0.56 -0.1912
C -6.6923 -13.8758 22.4330 1.51 0.97 0.13 0.6611
C -6.9284 -12.5065 21.8806 -0.25 1.35 -0.13 -1.0189
O -7.2920 -14.8300 22.0136 -0.29 -0.92 0.04 -0.5988
H -4.1866 -15.4717 23.4396 -0.26 -0.49 -0.61 0.2618
H -5.9268 -15.9881 23.7478 0.23 0.06 -0.47 0.2983
H -4.9153 -15.1877 24.9051 -0.48 0.61 0.25 0.3381
H -5.3543 -13.1483 23.8642 -0.24 0.17 -0.54 0.2660
H -6.5610 -12.4188 20.8582 -0.16 -0.52 -0.16 0.2492
H -6.4009 -11.6852 22.3658 0.06 -0.21 0.50 0.3276
H -7.9857 -12.2416 21.8774 -0.01 -0.25 -0.06 0.3020
C -5.4953 -28.2622 15.7601 -0.55 1.18 -1.79 -0.8147
N -4.8574 -27.0155 16.1792 1.95 -1.10 0.36 -0.1949
C -5.4970 -25.8632 16.3580 -2.89 0.82 -0.22 0.7537
C -4.7385 -24.6556 16.7804 0.85 -0.08 0.26 -1.1088
O -6.7176 -25.8033 16.2593 -0.20 -0.21 -0.05 -0.6543
H -4.8684 -29.1539 15.7657 -0.01 0.26 0.95 0.3076
H -5.6886 -28.1263 14.6960 -0.16 -0.17 -0.39 0.3020
H -6.5135 -28.3272 16.1437 0.44 -0.31 0.66 0.2873
H -3.8558 -26.9261 16.0847 -0.08 -0.36 0.10 0.2174
H -4.0145 -24.3594 16.0213 0.34 -0.11 0.21 0.3255
H -4.2758 -25.0098 17.7015 0.63 0.57 0.07 0.3019
H -5.3441 -23.7771 17.0033 -0.33 -0.48 -0.15 0.2776
C -16.0489 -23.6092 19.5458 -1.07 0.89 0.44 -0.5626
C -15.6672 -25.0128 19.7639 1.77 -2.10 0.10 -0.4879
C -15.2456 -25.5111 18.3902 -0.88 -0.01 -0.42 -0.4379
O -14.9210 -24.3667 17.5849 0.24 1.35 1.08 -0.4038
C -15.1696 -23.1396 18.3743 -1.20 -1.13 0.75 -0.3335
H -15.9140 -23.0354 20.4627 0.21 0.28 -0.12 0.3434
H -17.1184 -23.5435 19.3463 -0.05 0.05 -0.41 0.2556
H -16.3563 -25.7364 20.1994 -0.46 0.47 0.04 0.3501
H -14.7630 -25.1265 20.3619 0.05 0.48 0.44 0.2096
H -16.1030 -26.0244 17.9548 -0.07 0.02 -0.48 0.2502
H -14.4459 -26.2503 18.4364 0.33 0.31 -0.13 0.2966
H -15.7292 -22.3896 17.8153 0.33 -0.24 -0.52 0.2827
H -14.3298 -22.6510 18.8683 0.81 -0.38 -0.76 0.2377
C -0.5331 -19.8030 14.3520 0.05 -0.12 -1.78 -0.5025
C -1.9836 -19.5546 14.8130 -0.43 -1.17 0.94 -0.3474
C -2.9574 -20.0222 13.6695 1.72 1.26 -0.76 -0.3838
O -2.0670 -20.4863 12.6371 1.74 0.21 -0.11 -0.4511
C -0.7215 -19.8662 12.8220 -0.89 -0.53 -0.11 -0.4652
H -0.0747 -20.7502 14.6359 -0.64 -0.26 0.35 0.2220
H 0.2515 -19.0924 14.6118 -0.49 0.54 0.16 0.3180
H -2.1493 -18.5449 15.1889 -0.09 -0.02 -0.29 0.3360
H -2.1802 -20.2472 15.6314 0.00 0.30 0.39 0.1699
H -3.5175 -19.2049 13.2153 -0.12 0.36 0.36 0.2111
H -3.6972 -20.7831 13.9184 0.46 -0.25 0.20 0.2928
H -0.5852 -18.9214 12.2957 -0.99 0.72 0.36 0.2463
H 0.0512 -20.4028 12.2716 -0.34 -1.06 0.32 0.3547
C -0.8212 -13.5383 18.4648 -0.07 0.84 0.24 -0.4781
C -0.9954 -13.4550 20.0092 -0.29 -0.37 -0.66 -0.4150
C 0.0273 -12.4220 20.4276 1.56 -0.63 -0.67 -0.4300
O 1.2038 -12.7668 19.5845 -1.48 -0.18 -0.65 -0.4241
C 0.6145 -13.0298 18.2578 0.34 0.21 0.09 -0.4417
H -1.4885 -12.8582 17.9354 -0.24 -0.07 0.12 0.2730
H -0.9609 -14.5315 18.0381 -0.04 -0.02 0.29 0.2644
H -0.7398 -14.4487 20.3772 0.35 0.16 0.41 0.1797
H -2.0004 -13.2712 20.3890 -0.11 0.27 -0.34 0.3243
H 0.2966 -12.4783 21.4823 0.32 -0.28 -0.11 0.3070
H -0.1921 -11.3702 20.2441 -0.58 -0.03 -0.30 0.2550
H 1.1622 -13.6929 17.5882 0.68 -0.72 1.03 0.3322
H 0.6756 -12.1558 17.6092 -0.45 0.80 0.55 0.2505
C -0.7660 -21.1435 22.8670 1.51 -0.23 0.69 -0.4413
C 0.2819 -20.2520 22.1970 0.33 0.99 0.83 -0.4678
C -0.1501 -20.1512 20.7789 -0.49 0.34 -0.05 -0.4319
O -0.8703 -21.3045 20.5590 0.33 -2.83 -1.81 -0.3799
C -1.6009 -21.6082 21.7011 -1.39 0.69 0.63 -0.4743
H -1.2025 -20.6137 23.7137 -0.62 -0.25 -0.30 0.3417
H -0.1900 -21.9733 23.2768 -0.34 -0.21 0.22 0.1827
H 1.2680 -20.7085 22.2826 0.07 0.37 0.05 0.2921
H 0.2379 -19.2362 22.5900 0.60 -0.09 0.43 0.2519
H 0.6998 -20.0616 20.1024 -0.40 0.07 -0.32 0.2790
H -0.9254 -19.3936 20.6648 0.53 1.10 -0.18 0.2751
H -1.9112 -22.6504 21.7765 0.35 -0.05 -0.43 0.3113
H -2.5148 -21.0175 21.6382 -0.48 0.10 0.23 0.2611
C -9.4512 -23.5414 20.6301 -0.20 1.86 0.42 -0.5697
C -9.0116 -24.8748 21.1955 -0.62 0.21 -0.11 -0.5319
C -7.8289 -24.4691 22.0919 -0.71 1.05 -1.47 -0.3436
O -8.1386 -23.1085 22.4796 0.33 -1.00 2.28 -0.4041
C -9.2711 -22.5935 21.8686 0.36 -0.37 -2.44 -0.3583
H -10.4489 -23.4161 20.2093 -0.18 -0.58 0.17 0.3277
H -8.7855 -23.2830 19.8065 0.28 0.16 0.10 0.2301
H -8.9127 -25.4866 20.2988 0.76 -0.63 0.54 0.3449
H -9.7468 -25.3209 21.8652 -0.34 -0.03 -0.22 0.2591
H -6.9473 -24.2409 21.4929 0.54 -1.26 0.26 0.2565
H -7.7590 -25.1408 22.9475 0.54 0.26 -0.05 0.2667
H -8.9052 -21.5861 21.6702 -0.96 0.33 -0.45 0.2628
H -10.2431 -22.6035 22.3617 0.22 0.01 0.96 0.2586
```
Forces are in eV/Å.